Entry 1:
Density functional theory data (the ωB97M-V functional and the def2-TZVPD basis) for C12H25BeN3O3PS3 as an isolated structure.

```
48
Properties=species:S:1:pos:R:3:forces:R:3
Be 0.85338 -0.83286 -1.36270 0.2 1.1 0.2
C -3.74260 4.11178 -1.24426 -0.5 0.2 0.2
C -2.60262 3.75587 -0.30721 -0.1 -1.7 0.3
O -2.76668 2.30938 0.05925 -0.5 1.9 -0.2
P -1.47908 1.48357 0.59200 0.0 1.8 0.1
S -2.11241 -0.05142 1.56765 0.0 -0.5 0.3
S -0.26680 1.42234 -0.95317 0.5 -0.3 -0.5
O -0.90412 2.71024 1.58062 0.1 -1.0 0.5
C 0.05526 2.34194 2.62064 -1.0 0.8 -1.2
C -0.57152 2.18339 3.97179 0.2 -1.3 0.5
H -3.60115 5.09967 -1.71471 0.3 -0.4 0.0
H -4.70386 4.21644 -0.69324 0.5 -0.4 -0.3
H -3.82571 3.33369 -2.01857 -0.1 0.4 0.2
H -2.61404 4.31664 0.62275 -0.1 0.1 0.1
H -1.61902 3.88148 -0.75968 -0.1 -0.1 -0.2
H 0.79153 3.12592 2.61000 0.4 0.4 0.1
H 0.56685 1.45283 2.33925 0.3 -0.9 -0.4
H -0.63073 3.11888 4.51862 -0.2 0.1 0.1
H 0.11340 1.47628 4.49322 -0.5 0.6 0.2
H -1.54414 1.65936 3.90972 0.4 0.5 0.0
C -0.34502 -3.21974 -3.18977 -0.4 0.4 -0.3
C -0.92745 -2.58338 -1.92903 1.3 -0.3 0.8
C -1.86976 -1.45012 -2.25189 -1.2 0.2 0.3
C -1.54543 -3.69786 -1.04282 -0.2 0.4 -0.9
O 0.13045 -2.06889 -1.14393 -0.9 -1.1 -0.3
H -1.14492 -3.67317 -3.77187 -0.1 -0.3 -0.1
H 0.42133 -3.95544 -2.95956 0.0 -0.1 0.1
H 0.08917 -2.44814 -3.81340 0.3 0.2 -0.1
H -2.69028 -1.84602 -2.85289 -0.2 0.1 -0.3
H -1.41292 -0.59766 -2.77859 0.1 -0.5 0.1
H -2.33183 -1.03610 -1.33060 0.4 -0.3 -0.4
H -2.54395 -4.02294 -1.40525 0.5 0.0 0.1
H -1.66855 -3.20171 -0.08137 0.1 -0.5 0.3
H -0.81725 -4.54839 -1.06880 -0.7 0.6 0.5
S 3.68645 0.30667 -4.52662 0.0 -0.1 -0.3
C 2.46433 -0.12921 -3.56085 -2.6 -0.5 2.8
N 1.59134 -0.38506 -2.77214 2.8 0.7 -2.8
C 4.66118 -0.28800 1.65080 1.2 -2.3 1.4
N 3.42677 -1.13519 1.66432 3.2 2.2 -0.3
C 3.15699 -2.13571 2.64488 -4.2 -1.5 0.5
C 2.64873 -0.65427 0.77429 -3.7 -1.8 -1.5
N 1.77899 -0.57784 -0.00130 1.8 0.5 0.9
H 5.37731 -1.02578 2.10193 0.2 1.2 -0.2
H 4.52439 0.57783 2.28235 0.1 0.3 0.2
H 5.05186 -0.00691 0.66021 -0.7 -0.3 0.1
H 2.25522 -1.81330 3.28639 1.0 -0.2 -0.8
H 3.85320 -2.38899 3.40952 1.3 0.4 -0.2
H 2.78372 -3.11015 2.17402 0.7 1.2 0.3
```
Forces are in eV/Å.

The gap between HOMO and LUMO (alpha / beta) is 2.19 / 7.12 eV. As for the net charge: -2. The spin multiplicity is 2. The HOMO energy (alpha / beta) is 2.398 / -2.626 eV. For the largest force on an atom, the calculation gives 4.5 eV/A.

***

Entry 2:
Density functional theory data (the ωB97M-V functional and the def2-TZVPD basis) for C23H39O2PtSi as an isolated structure.

```
66
Properties=species:S:1:pos:R:3:forces:R:3
O 3.45109 2.45034 -2.67396 -1.0 0.0 -0.8
C 2.23649 2.31712 -3.52065 0.5 0.4 0.3
C 3.04584 1.68292 -4.64082 0.2 -0.2 0.6
H 1.75317 3.28242 -3.77517 0.3 -0.7 0.3
H 1.52529 1.63795 -3.02077 0.1 0.3 -0.2
C 4.14559 1.48730 -3.54204 -0.1 0.7 -1.4
H 3.32472 2.41907 -5.39709 0.1 -0.2 0.1
H 2.61813 0.79680 -5.09748 0.1 -0.1 -0.1
C 5.51679 1.96245 -3.95302 0.4 0.0 0.1
H 5.48273 2.94999 -4.42209 -0.1 0.0 0.3
H 5.97287 1.29921 -4.69928 -0.3 -0.1 0.2
H 6.18155 1.96800 -3.08093 0.0 0.2 -0.2
C 4.13227 0.14215 -2.88524 0.0 -0.6 -0.1
H 3.08990 -0.16858 -2.78756 0.0 -0.1 0.4
H 4.62344 0.20183 -1.90967 -0.1 -0.1 -0.1
H 4.62389 -0.64226 -3.48052 0.0 0.4 0.1
Pt -0.69412 2.13419 0.10560 0.4 0.1 -0.2
C -1.42158 -1.27849 -1.25403 1.5 0.3 -2.2
C -2.24298 -0.43199 -0.52619 -0.4 1.9 -0.4
C -2.07686 0.96146 -1.05107 0.2 -1.3 -0.2
H -2.94207 -0.72114 0.25383 0.3 0.1 -0.2
C -1.09998 0.82429 -2.15496 -1.2 1.6 1.3
C -0.72917 -0.51493 -2.26384 -0.3 -2.7 1.4
H -0.04149 -0.92692 -2.99631 -0.1 0.1 0.2
H -1.34159 -2.35691 -1.13876 0.1 0.3 0.1
H -2.93740 1.63408 -1.09177 0.3 -0.1 0.0
H -0.73824 1.66095 -2.75267 -0.3 -0.3 0.0
C 0.38278 0.39657 1.25915 0.5 1.7 1.1
C 1.27529 0.12260 0.17163 1.0 0.7 -0.3
C 2.05371 1.27650 -0.08161 0.3 -0.8 0.2
H 1.41758 -0.83807 -0.31001 -0.2 0.2 0.0
C 1.76433 2.27370 0.88786 0.0 -1.0 0.2
C 0.72648 1.75281 1.75293 -0.3 -2.1 -0.5
H 0.41254 2.14944 2.70984 0.0 0.1 -0.2
H -0.23480 -0.31859 1.79645 0.2 0.3 -0.2
H 2.87077 1.33871 -0.79440 -0.4 0.2 0.0
H 2.35192 3.16554 1.08084 -0.3 0.0 -0.3
O 0.20141 4.14658 -1.23403 0.2 1.5 -1.0
C 1.40143 4.89422 -1.60127 0.9 -0.5 0.1
C 1.07632 6.37001 -1.77242 -0.3 -0.1 -0.6
H 1.81355 4.49516 -2.53649 -0.1 0.0 0.7
H 2.12828 4.76228 -0.78458 -0.1 -0.1 -0.3
C -0.23115 6.53532 -1.00009 0.4 0.3 0.4
H 0.96389 6.60528 -2.84176 -0.1 0.0 0.4
H 1.88124 6.99670 -1.38033 -0.1 -0.1 -0.1
C -0.73868 5.13184 -0.74740 -0.6 -0.6 0.9
H -0.95827 7.16608 -1.49546 -0.1 0.1 -0.1
H -0.00839 6.97537 -0.02705 -0.1 0.2 -0.1
H -1.73269 4.92248 -1.17090 0.3 0.0 0.0
H -0.78148 4.95680 0.33940 -0.3 0.3 -0.4
C -2.35539 0.36374 3.19373 0.1 -0.2 -0.1
Si -3.06070 1.92973 2.41545 -0.2 0.6 0.6
C -4.56244 1.49867 1.36982 -0.1 -0.1 -0.1
C -3.62764 2.90172 3.93157 -0.1 0.1 -0.2
C -1.92591 3.09336 1.40508 -1.5 0.3 0.9
H -3.01400 0.07214 4.03131 0.2 0.2 -0.3
H -1.35605 0.52595 3.62035 -0.2 -0.1 -0.1
H -2.32242 -0.49435 2.51101 0.1 0.1 0.1
H -5.37164 1.13172 2.01807 0.2 0.1 -0.1
H -4.93279 2.38894 0.84443 0.0 -0.2 0.1
H -4.38242 0.72072 0.61925 -0.1 0.2 0.1
H -2.79132 3.08257 4.62237 -0.2 0.0 -0.2
H -4.04625 3.86982 3.62618 0.1 -0.1 0.2
H -4.40440 2.34861 4.47951 0.2 0.1 -0.1
H -1.31222 3.71211 2.09158 -0.1 -0.3 -0.2
H -2.60969 3.80690 0.89570 0.3 -0.4 0.1
```
Forces are in eV/Å.

The calculation puts the energy above the lowest of the compared OMol25 structures with the same formula, charge and spin at 0.0 kcal/mol. The gap between HOMO and LUMO (alpha / beta) is 7.72 / 5.56 eV. As for the net charge: +1. The spin multiplicity is 5. The HOMO energy (alpha / beta) is -9.612 / -11.625 eV. For the largest force on an atom, the calculation gives 3.1 eV/A.

***

Entry 3:
Density functional theory data (the ωB97M-V functional and the def2-TZVPD basis) for C46H37FeIN5O2PSi as an isolated structure.

```
94
Properties=species:S:1:pos:R:3:forces:R:3
Fe 0.18125 0.16582 -0.82527 -0.7 0.0 0.8
I -1.82836 1.74383 -1.89112 0.5 -0.3 0.3
C -3.49441 0.92053 -0.82623 0.1 1.2 -0.2
C -4.34898 1.92654 -0.34878 0.4 -2.4 -0.2
C -5.65449 1.53036 -0.02719 -0.7 0.1 -0.5
C -6.06928 0.30337 -0.52401 -1.6 0.6 1.2
C -5.22230 -0.67328 -1.03069 1.4 0.4 -0.5
C -5.72322 -1.84938 -1.61390 -1.1 -1.1 0.1
C -4.97285 -2.79644 -2.22074 1.7 1.2 -0.1
C -3.56424 -2.58343 -2.17907 0.2 -0.8 0.0
C -2.95873 -1.49123 -1.59766 -0.9 0.1 0.3
P -1.40963 -1.90419 -0.77863 0.4 2.2 -0.9
C -0.60317 -3.22053 -1.65506 -0.6 -1.1 1.2
C -0.63000 -4.47764 -1.01525 0.4 -0.1 0.9
C -0.10347 -5.58119 -1.64295 0.1 0.5 0.0
C 0.44141 -5.43915 -2.90257 -0.3 0.4 -0.5
C 0.40132 -4.24485 -3.60320 -1.3 1.2 2.1
C -0.13371 -3.10505 -2.94515 0.1 -0.2 -1.5
C -1.84300 -2.32258 0.87072 -0.7 -0.4 0.5
C -0.90474 -2.03725 1.87408 -1.5 -1.3 0.2
C -1.16166 -2.60422 3.11365 0.4 -0.6 1.7
C -2.26900 -3.44979 3.34449 -0.2 0.6 -1.3
C -3.22562 -3.67997 2.34953 1.1 0.9 -1.0
C -3.03777 -3.07247 1.10335 1.0 0.0 -0.3
C -3.82675 -0.41319 -1.10782 0.1 -0.4 -0.4
H -4.02103 2.92620 -0.30909 0.3 1.0 0.3
H -6.39295 2.22634 0.42985 0.8 -0.6 -0.5
H -7.14409 0.06746 -0.48415 0.6 0.1 0.0
H -6.77440 -2.00577 -1.51381 -0.7 -0.1 -0.1
H -5.26561 -3.69622 -2.71408 -0.8 -0.3 0.0
H -2.96185 -3.44849 -2.49491 -0.1 0.6 0.1
H -0.98382 -4.67748 0.01321 -0.1 0.7 -0.7
H -0.15940 -6.51434 -1.12116 0.2 -0.5 -0.1
H 0.79976 -6.27117 -3.43087 0.5 -1.2 -0.5
H 0.59537 -4.22318 -4.63334 0.6 0.2 -1.2
H -0.32609 -2.16327 -3.49231 0.4 -0.5 0.2
H -0.03718 -1.46429 1.65020 0.5 0.4 0.2
H -0.46210 -2.46829 3.97261 -0.5 0.1 -0.9
H -2.46941 -3.96308 4.25347 0.4 0.0 0.9
H -4.03041 -4.37189 2.47114 -0.5 -0.1 0.3
H -3.70555 -3.26590 0.24731 0.3 0.1 0.7
N 4.15384 -0.52640 -1.86001 1.1 -0.4 0.0
C 3.72559 -1.67062 -1.17496 1.4 0.1 -0.6
C 2.39752 -1.52225 -1.05872 -0.6 -2.1 1.1
N 1.98197 -0.38469 -1.65856 -1.0 1.4 -0.6
C 3.05526 0.16923 -2.15647 1.4 0.9 0.5
C 2.78959 1.87089 -3.73157 -0.1 1.0 -0.7
N 2.00301 1.49402 -5.83343 -0.2 0.3 0.0
C 2.15410 2.78968 -6.14102 0.7 -0.9 1.6
C 2.62229 3.67127 -5.16423 -0.3 0.8 -0.5
N 2.90642 3.22019 -3.93434 -0.5 -1.3 -2.0
H 5.15494 -0.20742 -1.96674 -1.7 -0.6 -0.1
H 4.38886 -2.52085 -0.99852 -0.3 0.6 0.3
H 1.69378 -2.19292 -0.54143 0.5 0.3 -0.5
H 1.96222 3.08819 -7.14678 -0.2 0.2 -0.5
H 2.73025 4.74269 -5.39524 0.0 -0.5 0.4
H 3.20779 3.83682 -3.19687 0.3 0.1 0.6
O 0.52499 0.63017 0.85612 -1.1 -0.8 -1.4
Si 1.14355 1.66042 1.99830 0.3 0.5 -0.1
C 2.36287 2.49832 0.80731 -0.1 0.0 0.3
C 1.95090 3.34968 -0.21432 -1.8 0.8 0.0
C 2.76616 3.98998 -1.09157 1.7 -0.3 -0.8
C 4.13980 3.67420 -1.12236 0.1 1.3 1.4
C 4.60224 2.82964 -0.11168 0.1 -1.6 0.4
C 3.70320 2.20649 0.83324 1.2 1.1 -1.4
C 1.93455 0.49057 3.20277 -0.6 0.1 -0.1
C 2.61499 -0.62671 2.73540 -0.7 0.8 -1.8
C 3.10132 -1.49224 3.64015 1.6 -1.8 0.1
C 3.01322 -1.31102 4.99014 0.6 -0.2 1.7
C 2.29366 -0.26782 5.50069 0.3 0.2 1.8
C 1.75628 0.57158 4.58221 -1.1 3.1 -0.4
C -0.15386 2.83233 2.63334 -0.2 0.9 0.1
C -1.33342 2.29117 3.16907 0.0 -1.3 -0.7
C -2.35642 3.09803 3.65139 2.1 0.5 0.0
C -2.13245 4.45897 3.75937 -0.3 0.1 -0.1
C -1.01778 5.05005 3.20687 1.1 2.0 -0.6
C -0.03369 4.25332 2.61084 0.3 -0.7 -0.2
H 0.92421 3.67646 -0.32609 -0.4 -0.3 0.5
H 2.36564 4.69320 -1.81989 -0.2 0.2 0.4
H 4.79992 4.34585 -1.71358 -0.1 -1.0 0.3
H 5.65450 2.48444 -0.04076 -0.6 0.8 -0.1
H 4.06948 1.55165 1.60041 0.5 -0.2 0.2
H 2.77899 -0.82223 1.65233 -0.1 0.3 0.8
H 3.71020 -2.29566 3.29013 0.3 -0.6 -0.2
H 3.61507 -1.85442 5.70916 -0.1 -0.6 -0.4
H 2.26529 -0.01628 6.60507 -0.1 -0.5 -1.5
H 1.28693 1.49610 4.94353 -0.1 -0.4 0.0
H -1.42769 1.17459 3.11695 -0.2 1.1 0.3
H -3.20199 2.73239 4.12254 -1.6 -1.0 0.6
H -2.85137 5.05557 4.29041 -0.2 0.3 0.0
H -0.91187 6.20349 3.21652 -0.1 -2.2 0.1
H 0.85556 4.68559 2.11370 -0.6 0.0 0.5
O 3.25363 1.47661 -2.58000 -0.6 -1.2 0.8
N 2.30614 1.03639 -4.62339 0.1 0.6 -0.4
```
Forces are in eV/Å.

The calculation puts the energy above the lowest of the compared OMol25 structures with the same formula, charge and spin at 12.8 kcal/mol. The gap between HOMO and LUMO (alpha / beta) is 5.46 / 5.34 eV. As for the net charge: +3. The spin multiplicity is 6. The HOMO energy (alpha / beta) is -15.216 / -15.214 eV. For the largest force on an atom, the calculation gives 3.3 eV/A.

***

Entry 4:
Density functional theory data (the ωB97M-V functional and the def2-TZVPD basis) for C24H39Br2N4O11SSiTc as an isolated structure.

```
83
Properties=species:S:1:pos:R:3:forces:R:3
Tc -0.06573 0.02115 -0.11296 0.0 0.5 0.3
O -2.66076 2.98467 0.39864 -0.1 0.0 0.0
C -2.31879 1.91641 -0.04030 0.2 0.1 -0.1
O -1.34637 1.23695 0.59558 0.0 -0.2 0.1
C -2.93803 1.32457 -1.26209 -0.1 0.0 0.1
C -4.11262 1.92495 -1.69557 0.0 0.0 0.0
C -4.76281 1.43357 -2.80641 0.0 0.0 0.0
C -4.28327 0.34381 -3.50367 0.0 0.0 0.0
C -3.12435 -0.26169 -3.06712 -0.1 0.0 -0.1
C -2.39879 0.22041 -1.95746 0.1 0.1 0.0
O -1.24081 -0.30416 -1.64198 -0.1 -0.2 -0.2
N -2.67510 -1.43458 -3.83560 -0.1 0.0 0.1
O -1.98369 -2.26417 -3.27336 0.1 -0.1 0.1
O -3.06133 -1.52568 -4.97452 0.0 0.0 -0.2
N -6.00245 2.08384 -3.26200 0.1 0.0 0.0
O -6.37669 3.05173 -2.63751 0.0 0.1 0.0
O -6.55350 1.60516 -4.22673 -0.1 0.0 -0.1
H -4.51112 2.77367 -1.15789 0.0 0.0 0.0
H -4.80351 -0.03333 -4.37264 0.0 0.0 0.0
Br 1.29792 -2.09944 -0.95352 0.1 -0.2 -0.1
C -0.31678 -3.16012 -0.72519 0.0 0.0 0.0
Br -1.36984 -2.38920 0.70404 0.0 0.1 0.0
H -0.01328 -4.16001 -0.43960 0.0 0.0 0.0
H -0.89056 -3.09412 -1.64242 0.0 0.0 0.0
C -0.72865 4.41055 -1.82792 0.0 0.0 0.0
N -0.03110 4.16758 -0.58025 0.0 0.0 0.0
C -0.24630 5.05676 0.56878 0.0 0.1 0.0
C 0.62314 4.42101 1.66715 0.0 0.1 0.0
N 1.10161 3.19531 1.02278 -0.1 -0.1 0.1
C 0.66592 3.10608 -0.21690 0.0 0.1 0.0
S 0.97767 1.77902 -1.31260 0.1 -0.2 0.0
H -1.80488 4.38560 -1.65037 0.0 0.0 0.0
H -0.45847 3.65245 -2.55688 0.0 0.0 0.0
H -0.44571 5.39079 -2.20878 0.0 0.0 0.0
H -1.30820 5.05143 0.81486 0.0 0.0 0.0
H 0.06246 6.07179 0.32126 0.0 0.0 0.0
H 0.05625 4.18479 2.56545 0.0 0.0 0.0
H 1.46881 5.05465 1.93434 0.0 0.0 0.0
H 1.62838 2.46849 1.50743 0.1 0.0 -0.1
C 4.29114 0.01749 -0.45032 0.0 0.1 0.0
C 4.62751 -0.91436 0.70254 0.0 0.0 0.0
C 5.01501 -2.29413 0.19418 0.0 0.0 0.0
C 5.74092 -0.32740 1.55761 0.0 0.0 0.0
O 3.45559 -1.11553 1.51230 -0.1 0.0 0.0
Si 2.40762 -0.17738 2.32209 0.1 0.0 0.0
O 1.07797 0.06933 1.39365 -0.2 -0.1 -0.1
O 2.00271 -0.88557 3.71335 -0.1 0.1 0.0
C 2.05245 -2.24230 4.20439 0.0 0.0 -0.1
C 3.50083 -2.62326 4.48126 0.0 0.0 0.0
C 1.43877 -3.17468 3.16794 0.0 0.0 0.0
C 1.23503 -2.24295 5.48524 0.0 0.0 0.0
O 2.94516 1.34419 2.59474 0.0 0.0 -0.1
C 3.35611 2.03823 3.80456 0.0 0.0 -0.1
C 2.09774 2.43222 4.56310 0.0 0.0 0.0
C 4.12351 3.25969 3.32439 0.0 0.0 0.1
C 4.25387 1.16681 4.66919 0.0 0.0 0.0
H 5.16907 0.18298 -1.07511 0.0 0.0 0.0
H 3.94967 0.98518 -0.07745 0.0 0.0 0.0
H 3.50758 -0.40695 -1.08141 0.0 0.0 0.0
H 5.90959 -2.23513 -0.42502 0.0 0.0 0.0
H 4.21145 -2.72588 -0.40452 0.0 0.0 0.0
H 5.21616 -2.96213 1.03145 0.0 0.0 0.0
H 6.65649 -0.24159 0.97289 0.0 0.0 0.0
H 5.93944 -0.96949 2.41635 0.0 0.0 0.0
H 5.46697 0.66577 1.91254 0.0 0.0 0.0
H 4.09602 -2.54851 3.57187 0.0 0.0 0.0
H 3.55316 -3.64866 4.84766 0.0 0.0 0.0
H 3.93300 -1.97106 5.23958 0.0 0.0 0.0
H 2.00794 -3.13285 2.23714 0.0 0.0 0.0
H 0.40455 -2.88647 2.97440 0.0 0.0 0.0
H 1.44941 -4.20280 3.53043 0.0 0.0 0.0
H 1.65624 -1.53648 6.20073 0.0 0.0 0.0
H 1.23689 -3.23446 5.93733 0.0 0.0 0.0
H 0.20446 -1.95359 5.28056 0.0 0.0 0.0
H 1.48604 3.11734 3.97353 0.0 0.0 0.0
H 2.35823 2.92985 5.49736 0.0 0.0 0.0
H 1.50636 1.54700 4.79798 0.0 0.0 0.0
H 3.50204 3.88078 2.67935 0.0 0.0 -0.1
H 5.01017 2.96087 2.76522 0.0 0.0 0.0
H 4.44055 3.86422 4.17394 0.0 0.0 0.0
H 3.70823 0.31654 5.06885 0.0 0.0 0.0
H 4.62452 1.76065 5.50482 0.0 0.0 0.0
H 5.11291 0.80602 4.10403 0.0 0.0 0.0
```
Forces are in eV/Å.

The calculation puts the energy above the lowest of the compared OMol25 structures with the same formula, charge and spin at 0.0 kcal/mol. The gap between HOMO and LUMO (alpha / beta) is 7.29 / 7.12 eV. As for the net charge: +1. The spin multiplicity is 4. The HOMO energy (alpha / beta) is -11.864 / -12.150 eV. For the largest force on an atom, the calculation gives 0.6 eV/A.

***

Look up the spin multiplicity of the fourth one. 4

***

Which of these has the lowest net charge? C12H25BeN3O3PS3

***

Which formula does entry 4 have? C24H39Br2N4O11SSiTc

***

Number 4 is which compound? C24H39Br2N4O11SSiTc